Here is one molecule with the formula C2H6N4O2 at a distorted geometry from the OMol25 dataset. Energies are from ωB97M-V/def2-TZVPD.

**Energy above the lowest of the compared OMol25 structures with the same formula, charge and spin**: 6.683 eV
**Frontier orbital gap**: 9.830 eV
**LUMO**: 0.32 eV
**HOMO energy**: -0.3496 hartree

Each line ends with the Löwdin charge.
Atoms and positions in Å:
1 N -2.35 0.97 1.04  -0.003
2 N -1.33 1.04 0.09  -0.012
3 C -0.50 0.18 -0.21  -0.394
4 C 0.46 0.54 -1.23  -0.141
5 N 1.58 0.17 -1.64  0.045
6 O 1.66 -1.19 -1.18  -0.142
7 N -0.35 -1.01 0.55  0.034
8 O 0.88 -0.64 1.41  -0.083
9 H -2.28 0.41 1.90  0.060
10 H -2.11 2.07 1.58  0.196
11 H 0.31 1.60 -1.65  0.142
12 H 2.63 -1.29 -1.45  0.134
13 H -0.18 -1.71 -0.07  0.056
14 H 1.59 -1.15 0.85  0.108

Here is an isolated ion of composition C4H6N3O and charge +1 at a distorted geometry from the OMol25 dataset. Energies are from ωB97M-V/def2-TZVPD.

**Charge**: +1
**Energy above the lowest of the compared OMol25 structures with the same formula, charge and spin**: 1.796 eV
**Frontier orbital gap**: 10.476 eV
**LUMO**: -4.54 eV
**HOMO energy**: -0.5519 hartree

Each line ends with the Löwdin charge.
Atoms and positions in Å:
1 N 1.20 -0.48 -1.17  0.268
2 C 0.24 0.04 -0.17  -0.452
3 C 0.63 1.42 0.45  -0.158
4 O -0.03 2.00 1.25  0.160
5 N -1.18 0.30 -0.69  0.157
6 C -1.91 -0.22 0.16  -0.077
7 C -1.07 -0.82 1.27  -0.017
8 N 0.17 -0.84 0.95  0.129
9 H 2.18 -0.64 -0.81  0.205
10 H 1.42 -0.09 -2.12  0.201
11 H 0.99 -1.43 -1.51  0.185
12 H 1.50 1.89 0.01  0.134
13 H -2.99 -0.03 0.10  0.147
14 H -1.14 -1.12 2.27  0.118

Here is C6H19N3 as an isolated structure at a distorted geometry from the OMol25 dataset. Energies are from ωB97M-V/def2-TZVPD.

**Energy above the lowest of the compared OMol25 structures with the same formula, charge and spin**: 2.742 eV
**Frontier orbital gap**: 8.179 eV
**LUMO**: 0.92 eV
**HOMO energy**: -0.2669 hartree

Each line ends with the Löwdin charge.
Atoms and positions in Å:
1 C 0.76 -2.40 -0.12  -0.274
2 C -1.61 -1.62 1.97  -0.183
3 C 1.24 -1.49 -1.07  -0.138
4 N -0.34 -1.12 1.45  -0.087
5 N -0.24 -3.29 -0.44  0.073
6 H 0.28 -0.86 2.21  0.083
7 H 1.37 -2.72 0.72  0.114
8 H -0.72 -3.73 0.33  0.082
9 H -0.85 -3.01 -1.19  0.101
10 H -2.25 -1.89 1.13  0.064
11 H -2.15 -0.89 2.58  0.066
12 H -1.45 -2.52 2.58  0.067
13 H 2.27 -1.18 -0.93  0.057
14 H 1.04 -1.74 -2.11  0.068
15 H 0.48 -0.22 -0.87  0.082
16 C 0.44 1.98 -0.32  -0.550
17 C 1.04 2.56 -1.61  -0.087
18 C -0.40 3.03 0.41  -0.089
19 N -0.32 0.76 -0.55  -0.085
20 H 1.28 1.70 0.34  0.126
21 H -1.06 0.94 -1.22  0.063
22 H -0.47 -0.28 0.80  0.039
23 H 1.65 3.44 -1.41  0.068
24 H 0.19 3.92 0.66  0.069
25 H 0.23 2.86 -2.29  0.071
26 H 1.65 1.81 -2.12  0.064
27 H -1.24 3.35 -0.22  0.071
28 H -0.81 2.62 1.33  0.064

Here is a 5-piece molecular cluster, CH11O4S overall at a distorted geometry from the OMol25 dataset. Energies are from ωB97M-V/def2-TZVPD.

**Charge**: -1
**Energy above the lowest of the compared OMol25 structures with the same formula, charge and spin**: 0.569 eV
**Frontier orbital gap**: 7.407 eV
**LUMO**: 3.72 eV
**HOMO energy**: -0.1354 hartree

Each line ends with the Löwdin charge.
Atoms and positions in Å:
1 C 1.63 -1.36 0.67  -0.650
2 S 2.22 0.06 -0.33  0.269
3 H 1.08 -1.04 1.63  0.028
4 H 0.89 -1.91 0.05  -0.012
5 H 2.38 -2.01 1.08  -0.021
6 H 0.12 0.98 -2.06  -0.034
7 H 0.59 -0.37 -2.33  -0.008
8 O 0.08 0.37 -2.80  -0.148
9 H 0.85 1.43 0.36  -0.112
10 H 0.43 2.39 1.65  0.019
11 O 0.17 2.04 0.81  -0.164
12 H -2.24 -0.70 1.24  0.048
13 H -1.16 -1.51 0.61  -0.040
14 O -1.99 -1.62 1.01  -0.061
15 H -1.82 0.39 -0.94  0.030
16 H -1.20 1.61 -0.15  -0.026
17 O -2.04 1.25 -0.51  -0.118

Here is a 3-piece molecular cluster, C4H16N2O2 overall at a distorted geometry from the OMol25 dataset. Energies are from ωB97M-V/def2-TZVPD.

**Energy above the lowest of the compared OMol25 structures with the same formula, charge and spin**: 1.847 eV
**Frontier orbital gap**: 9.307 eV
**LUMO**: 0.70 eV
**HOMO energy**: -0.3164 hartree

Each line ends with the Löwdin charge.
Atoms and positions in Å:
1 C 0.69 -0.64 2.74  -0.170
2 N 1.94 -0.55 2.02  -0.098
3 C 1.78 -1.02 0.56  -0.376
4 C 1.51 -2.46 0.35  -0.089
5 C 0.68 -0.06 -0.07  -0.267
6 N 0.52 -0.32 -1.46  -0.013
7 H 0.30 0.32 3.10  0.069
8 H -0.10 -1.16 2.18  0.077
9 H 0.92 -0.96 3.79  0.084
10 H 2.67 -1.13 2.42  0.087
11 H 2.70 -0.65 0.11  0.126
12 H 0.58 -2.67 -0.17  0.070
13 H 1.45 -3.00 1.33  0.093
14 H 2.32 -3.11 0.01  0.077
15 H -0.25 -0.02 0.51  0.093
16 H 0.99 0.98 0.05  0.120
17 H 1.15 0.07 -2.15  0.067
18 H 0.41 -1.27 -1.79  0.054
19 O -2.34 2.22 -0.27  -0.059
20 H -2.46 3.18 -0.24  0.037
21 H -2.13 1.87 -1.13  -0.003
22 O -3.56 2.17 -3.11  -0.064
23 H -2.74 2.18 -3.62  0.039
24 H -3.69 1.31 -2.70  0.044

Here is a 2-piece molecular cluster, C4H7N3 overall at a distorted geometry from the OMol25 dataset. Energies are from ωB97M-V/def2-TZVPD.

**Energy above the lowest of the compared OMol25 structures with the same formula, charge and spin**: 4.493 eV
**Frontier orbital gap (spin up / spin down)**: 7.686 / 7.692 eV
**LUMO (spin up / spin down)**: 0.23 / 0.23 eV
**HOMO energy (spin up / spin down)**: -0.2739 / -0.2741 hartree

Each line ends with the Löwdin charge.
Atoms and positions in Å:
1 C -2.94 0.06 -0.05  -0.255
2 C 0.64 -0.77 -0.52  -0.138
3 C 0.62 0.77 -0.41  -0.167
4 C -1.52 -0.01 -0.08  -0.460
5 N -4.09 -0.02 0.01  0.145
6 N -0.77 -1.10 -0.39  0.025
7 N -0.77 1.07 -0.39  0.036
8 H 0.87 -0.96 -1.52  0.088
9 H 1.42 -1.11 0.14  0.119
10 H 1.37 1.06 0.34  0.123
11 H 0.97 1.12 -1.39  0.116
12 H -1.89 -0.09 1.94  0.042
13 H -1.21 -1.93 0.11  0.178
14 H -0.98 2.03 -0.21  0.149

Here is a 4-piece molecular cluster, C3H12N3O overall at a distorted geometry from the OMol25 dataset. Energies are from ωB97M-V/def2-TZVPD.

**Charge**: +1
**Energy above the lowest of the compared OMol25 structures with the same formula, charge and spin**: 9.067 eV
**Frontier orbital gap**: 4.484 eV
**LUMO**: -9.63 eV
**HOMO energy**: -0.5185 hartree

Each line ends with the Löwdin charge.
Atoms and positions in Å:
1 C -1.17 1.40 1.66  0.041
2 C -1.06 0.34 2.47  0.053
3 N 0.21 -1.12 -0.90  0.271
4 C 0.07 0.10 -1.41  -0.540
5 N -0.84 0.39 -2.38  0.165
6 N 0.84 1.10 -1.00  0.371
7 H -0.58 1.38 0.74  0.018
8 H -1.78 2.28 1.81  0.084
9 H -0.93 -3.43 -0.04  0.020
10 H -0.15 -0.24 2.42  0.048
11 H -1.73 0.13 3.29  0.084
12 H -0.50 -1.74 -1.28  0.075
13 H -0.79 1.32 -2.75  0.116
14 H -0.90 -0.32 -3.10  0.124
15 H 1.59 0.80 -0.35  0.103
16 H -0.61 -3.55 0.61  0.050
17 H 2.42 -1.57 1.39  0.058
18 H 1.12 -1.15 0.53  -0.056
19 O 1.71 -0.94 1.28  -0.086

Here is one molecule with the formula C5H8 at a distorted geometry from the OMol25 dataset. Energies are from ωB97M-V/def2-TZVPD.

**Energy above the lowest of the compared OMol25 structures with the same formula, charge and spin**: 2.151 eV
**Frontier orbital gap**: 10.619 eV
**LUMO**: 1.25 eV
**HOMO energy**: -0.3444 hartree

Each line ends with the Löwdin charge.
Atoms and positions in Å:
1 C -2.10 0.32 0.43  -0.021
2 C -0.98 1.06 0.07  -0.229
3 C 0.36 0.60 0.47  -0.250
4 C 1.13 -0.19 -0.65  -0.185
5 C 1.64 -1.42 -0.45  -0.033
6 H -3.05 0.71 0.06  0.029
7 H -2.14 -0.69 1.15  0.123
8 H -1.14 1.78 -0.76  0.108
9 H 0.47 0.03 1.43  0.120
10 H 1.02 1.57 0.54  0.131
11 H 1.41 0.33 -1.51  0.061
12 H 2.28 -2.05 -1.16  0.071
13 H 1.11 -2.04 0.38  0.076